(1)
Here is a 2-piece molecular cluster, C7H19N2P overall at a distorted geometry from the Open Molecules 2025 dataset. Energies are from wB97M-V/def2-TZVPD.

```
! wB97M-V def2-TZVPD RIJCOSX def2/J DEFGRID3
* xyz 0 1
P -0.53981 -0.20212 0.19695
N -1.79107 -0.30042 -0.79608
N -1.20757 0.18385 1.67225
C -2.56647 -0.18259 2.03521
C 1.68366 1.18069 0.90987
C -1.74816 -0.84534 -2.09007
C 1.67205 0.32617 -1.33562
C 0.31687 2.47686 -0.66413
C 0.82996 1.09568 -0.29573
C 1.41904 -3.03522 0.65429
H 2.35499 -2.62264 1.06400
H -1.58527 -1.93930 -2.14012
H 0.08613 2.96770 0.26506
H 2.62515 0.79290 -1.62135
H -3.00982 0.62603 2.65556
H 0.80032 -3.59329 1.38318
H -3.19434 -0.06206 1.11602
H 2.32099 0.27638 1.33949
H 1.73336 -0.65897 -0.84271
H 1.16350 0.05971 -2.30856
H 1.07813 3.02603 -1.41196
H -0.95753 -0.41510 -2.71172
H -2.83483 -0.71437 -2.53877
H 2.49910 1.73786 0.40693
H 1.37606 -3.32478 -0.43055
H -0.71895 2.39782 -1.27843
H 1.22672 1.80949 1.83421
H -2.49789 -1.23808 2.50258
H -0.53433 0.17708 2.43019
*
```

Results
Total energy in Ha: -728.77467

***

(2)
Here is C7H19N3 as an isolated structure at a distorted geometry from the Open Molecules 2025 dataset. Energies are from wB97M-V/def2-TZVPD.

```
! wB97M-V def2-TZVPD RIJCOSX def2/J DEFGRID3
* xyz 2 1
N -1.38961 -0.49900 0.00445
N 0.26934 1.30776 0.22319
N 1.16021 -0.74638 -1.09020
C -0.16566 0.13887 -0.03209
C -0.22836 2.53762 0.80010
C -2.50462 0.54695 -0.05190
C -1.37449 -1.41633 1.23899
C 3.25732 -0.36413 0.26276
C 2.43419 -0.09815 -1.03612
C -1.59320 -1.39131 -1.21095
H 3.84502 -1.27497 0.22931
H -0.50550 -1.97350 1.25274
H -1.20385 -2.34742 -0.96126
H -2.72981 1.01130 0.89662
H 4.00355 0.44666 0.48110
H 1.27800 1.47718 0.07967
H 2.52718 0.88927 -1.49492
H 3.19876 -0.69443 -1.58309
H 0.73913 3.13763 0.73284
H -1.07577 2.98072 0.15789
H -1.13554 -0.91177 -2.11611
H -0.63878 2.42485 1.82708
H 2.59625 -0.37247 1.21718
H -2.29774 -2.15774 1.50880
H -2.12838 1.25668 -0.82531
H -1.30482 -0.90497 2.21039
H -2.68248 -1.35996 -1.30024
H -3.47842 0.10343 -0.37079
H 1.12809 -1.74641 -1.05016
*
```

Results
Total energy in Ha: -441.54678